[1]
A single C5H8O molecule, computed with ωB97M-V/def2-TZVPD.

Calculated values
HOMO = -10.0 eV
Kohn-Sham gap = 11.219 eV
Energy relative to the best compared isomer or geometry (same formula, charge and spin) = 49.9 kcal per mole
LUMO energy = 1.20 eV
SMILES = C1CC1[C@H]1CO1

```
14
C5H8O (ωB97M-V/def2-TZVPD)
C -1.710 -0.296 -0.320
C -1.230 1.125 -0.352
C -0.415 0.074 0.350
C 0.875 -0.404 -0.227
C 2.135 -0.352 0.517
O 1.423 -1.572 0.371
H -1.657 -0.870 -1.242
H -2.556 -0.547 0.313
H -1.744 1.858 0.263
H -0.864 1.516 -1.298
H -0.422 0.092 1.438
H 0.936 -0.390 -1.319
H 3.083 -0.306 -0.018
H 2.147 0.072 1.522
```

[2]
A molecular structure, C5H8O, computed with ωB97M-V/def2-TZVPD.

Calculated values
HOMO = -8.4 eV
Kohn-Sham gap = 9.363 eV
Energy relative to the best compared isomer or geometry (same formula, charge and spin) = 123.7 kcal per mole
LUMO energy = 0.93 eV

```
14
C5H8O (ωB97M-V/def2-TZVPD)
C -1.531 0.579 0.004
O -0.621 -0.516 0.075
C -0.349 -1.473 -1.476
C 0.984 -0.987 -1.560
C 0.989 -0.205 -0.523
C 1.722 0.718 0.372
H -2.557 0.203 0.121
H -1.319 1.278 0.827
H -1.446 1.121 -0.955
H -0.550 -2.496 -1.141
H -1.125 -1.076 -2.142
H 1.804 0.310 1.389
H 2.732 0.855 -0.034
H 1.239 1.704 0.434
```

[3]
A single C5H8O molecule, computed with ωB97M-V/def2-TZVPD.

Calculated values
HOMO = -9.5 eV
Kohn-Sham gap = 10.508 eV
Energy relative to the best compared isomer or geometry (same formula, charge and spin) = 64.6 kcal per mole
LUMO energy = 0.97 eV
SMILES = CCC#CCO

```
14
C5H8O (ωB97M-V/def2-TZVPD)
C -1.839 0.800 -0.138
C -1.329 -0.380 -0.989
C 0.119 -0.277 -1.217
C 1.240 -0.439 -0.800
C 2.221 -0.630 0.271
O 1.968 0.295 1.317
H -2.274 1.595 -0.751
H -2.593 0.444 0.572
H -1.017 1.234 0.442
H -1.389 -1.293 -0.388
H -1.930 -0.545 -1.885
H 3.256 -0.589 -0.077
H 2.034 -1.628 0.693
H 1.781 1.147 0.900
```